Entry 1:
The following is a DFT calculation (the ωB97M-V functional and the def2-TZVPD basis) of a structure of composition C28H26IrN2O2S2 at a distorted geometry.

Geometry as ORCA input:
```
! RIJCOSX wB97M-V def2-TZVPD def2/J DEFGRID3
* xyz 0 2
Ir 0.0899 0.2508 -0.2725
S 0.6139 2.5969 0.6864
C -0.6250 3.6517 0.1280
C -0.6422 4.9439 0.6728
C -1.6251 5.8393 0.3398
C -2.6160 5.4692 -0.5737
C -2.5901 4.2288 -1.1645
C -1.6025 3.2884 -0.8245
S -1.6503 1.7287 -1.5655
H 0.1324 5.1947 1.3808
H -1.6327 6.8260 0.7764
H -3.4038 6.1665 -0.8167
H -3.3389 3.9534 -1.8932
C -3.0834 -0.5972 0.4005
N -1.7414 -1.0771 0.2598
C -1.4962 -2.3408 0.3842
C -0.2026 -2.8330 0.1613
C 0.3291 -4.1432 0.2172
C 1.6556 -4.0295 -0.1354
C 1.8851 -2.6610 -0.3999
N 0.7805 -1.9548 -0.2247
C -3.2825 0.2926 1.6044
C -2.2333 0.9944 2.1767
C -2.4502 1.8190 3.2649
C -3.7184 1.9256 3.8077
C -4.7672 1.2090 3.2555
C -4.5537 0.4047 2.1518
H -3.7940 -1.4345 0.4473
H -3.3161 -0.0044 -0.4974
H -2.2939 -3.0417 0.6394
H -0.2090 -5.0395 0.4614
H 2.3873 -4.8119 -0.2072
H 2.8079 -2.2078 -0.7172
H -1.2265 0.8743 1.7753
H -1.6254 2.3715 3.6878
H -3.8878 2.5474 4.6734
H -5.7567 1.2770 3.6820
H -5.3688 -0.1559 1.7159
C 8.4661 0.0517 -1.4158
C 6.9908 0.1531 -1.1901
C 6.4526 0.1326 0.0845
C 5.0888 0.2475 0.3098
C 4.6129 0.2458 1.7258
C 4.2263 0.3833 -0.7920
C 4.7588 0.4306 -2.0934
C 3.9160 0.6370 -3.3100
C 6.1289 0.3105 -2.2652
C 2.7623 0.4207 -0.5803
O 1.9680 0.4986 -1.5594
O 2.2754 0.3461 0.5797
H 8.9822 -0.2229 -0.5004
H 8.8517 1.0130 -1.7542
H 8.6890 -0.6878 -2.1826
H 7.1105 0.0268 0.9348
H 5.4561 0.1481 2.4074
H 3.9136 -0.5689 1.9031
H 4.0824 1.1714 1.9422
H 3.2194 -0.1863 -3.4583
H 4.5477 0.7253 -4.1913
H 3.3189 1.5406 -3.2102
H 6.5320 0.3455 -3.2677
*
```

Computed properties:
HOMO-LUMO gap (spin up / spin down) in eV: 6.38 / 4.86
Highest occupied orbital energy (spin up / spin down) in Eh: -0.282 / -0.282

=====

Entry 2:
The following is a DFT calculation (the ωB97M-V functional and the def2-TZVPD basis) of the ion C4H8NO3 with charge -1 at a distorted geometry.

Geometry as ORCA input:
```
! RIJCOSX wB97M-V def2-TZVPD def2/J DEFGRID3
* xyz -1 1
O 0.7565 -0.8448 -0.9442
C 0.0600 -0.5189 0.0026
N -1.2184 -0.3144 -0.0749
C -2.0682 -0.0688 -1.5957
O -3.1224 0.5704 -1.3426
C 0.6834 -0.4573 1.4146
C 1.6843 0.8281 1.5355
O 2.9603 0.5654 0.8053
H -1.7522 0.0701 0.6868
H -2.2635 -1.1149 -1.8385
H -1.3735 0.4740 -2.2281
H 0.0230 -0.2642 2.2824
H 1.3240 -1.3351 1.7686
H 1.0902 1.5832 1.0496
H 2.0006 1.1291 2.5723
H 2.5680 0.6314 -0.0592
*
```

Computed properties:
SMILES: O=C(CCO)NC[O-]
HOMO-LUMO gap in eV: 7.13
Highest occupied orbital energy in Eh: -0.125

=====

Entry 3:
The following is a DFT calculation (the ωB97M-V functional and the def2-TZVPD basis) of a cluster of 2 separate species, C3H10O3 in total at a distorted geometry.

Geometry as ORCA input:
```
! RIJCOSX wB97M-V def2-TZVPD def2/J DEFGRID3
* xyz 0 1
C 1.1116 -0.6971 0.8676
O 1.7629 -1.0499 2.0882
C 0.1902 0.4856 1.0484
C -0.5465 0.8568 -0.2487
O -1.2936 2.0657 -0.1801
H 1.8162 -0.5365 0.0427
H 0.5927 -1.6253 0.6179
H 2.2111 -0.2963 2.4420
H -0.5588 0.1758 1.7865
H 0.6639 1.4031 1.4067
H 0.2049 1.0086 -1.0233
H -1.2311 0.0519 -0.4897
H -1.4218 2.3655 0.7408
H -1.9382 -1.2485 -2.9112
H -0.5585 -1.5745 -3.5035
O -1.0049 -1.3849 -2.6843
*
```

Computed properties:
SMILES: OCCCO.O
HOMO-LUMO gap in eV: 10.93
Highest occupied orbital energy in Eh: -0.374

=====

Entry 4:
The following is a DFT calculation (the ωB97M-V functional and the def2-TZVPD basis) of a cluster of 2 separate species, C8H8FNO2 in total at a distorted geometry.

Geometry as ORCA input:
```
! RIJCOSX wB97M-V def2-TZVPD def2/J DEFGRID3
* xyz 0 1
C -2.3164 -0.2397 -1.5794
C -2.3936 0.3467 -0.3258
C -1.1628 -0.9027 -1.9617
C -1.3268 0.2601 0.5494
C -0.0934 -1.0017 -1.0900
C -0.1769 -0.4255 0.1714
C 1.0746 0.1390 2.3964
C 0.9338 -0.5739 1.1354
N 2.2199 1.1123 -0.0543
O 1.4279 1.0697 3.0270
O 0.5017 -1.0301 2.5005
F 1.9773 -1.3357 0.7443
H -3.1576 -0.1839 -2.2554
H -3.2914 0.8669 -0.0273
H -1.0992 -1.3572 -2.9394
H -1.3914 0.7083 1.5305
H 0.8039 -1.5260 -1.3774
H 1.9089 1.7634 -0.7680
H 2.5209 1.6690 0.7403
H 3.0406 0.6409 -0.4165
*
```

Computed properties:
SMILES: O=C1O[C@@]1(F)c1ccccc1.N
HOMO-LUMO gap in eV: 10.26
Highest occupied orbital energy in Eh: -0.351

=====

Entry 5:
The following is a DFT calculation (the ωB97M-V functional and the def2-TZVPD basis) of a cluster of 2 separate species, C4H5ClNO in total at a distorted geometry.

Geometry as ORCA input:
```
! RIJCOSX wB97M-V def2-TZVPD def2/J DEFGRID3
* xyz 1 1
C 2.1437 1.2345 -1.1932
C 0.0844 1.0327 -2.5276
C 2.4638 0.2217 -1.9182
C -1.5623 -0.4434 0.9811
N 1.3328 1.0448 -2.4056
O -1.0067 1.1420 -2.8503
Cl -0.2173 0.2225 0.0947
H 2.1579 1.8937 -0.4140
H -1.6173 -0.2669 2.0695
H 2.9733 -0.7251 -2.2881
H -2.4581 -0.0158 0.6889
H -1.8867 -1.4974 0.7110
*
```

Computed properties:
HOMO-LUMO gap in eV: 10.00
Highest occupied orbital energy in Eh: -0.545

=====

Entry 6:
The following is a DFT calculation (the ωB97M-V functional and the def2-TZVPD basis) of a cluster of 9 separate species, C19H29F5N2O19 in total at a distorted geometry.

Geometry as ORCA input:
```
! RIJCOSX wB97M-V def2-TZVPD def2/J DEFGRID3
* xyz 0 1
N -6.6690 -0.0627 7.1208
H -7.5348 -0.0540 7.6409
H -6.0164 0.4759 7.6722
H -6.7825 0.2764 6.1762
H -6.3471 -1.0188 7.1701
N -6.7130 -0.0573 3.0604
H -6.3006 -0.1392 2.1421
H -6.7484 0.8773 3.4416
H -6.1672 -0.6322 3.6862
H -7.6463 -0.4193 2.9260
C -6.8661 4.2522 5.0910
C -7.0114 2.8970 4.3954
O -6.7903 1.8332 4.9827
O -7.1051 2.8282 3.2454
H -6.2567 4.9145 4.4760
H -6.3921 4.3029 6.0713
H -7.8427 4.7263 5.1886
C -4.6294 -3.8357 4.6141
C -5.2808 -2.6915 5.3823
O -5.3050 -1.5819 4.8148
O -5.8495 -2.8310 6.4524
H -3.8826 -4.3542 5.2154
H -4.2251 -3.5843 3.6336
H -5.4655 -4.5214 4.4768
C -10.5691 1.7159 2.8227
C -11.1970 2.0406 4.1876
O -10.7841 0.9658 4.8971
C -9.8464 0.1754 4.4016
O -9.1961 -0.7200 4.9084
O -9.7288 0.5569 3.0435
F -12.5492 1.9123 4.3023
H -10.0457 2.5948 2.4464
H -11.2731 1.3776 2.0624
H -10.7726 2.9900 4.5141
C -2.9554 -0.8716 9.7269
C -3.2562 -2.0303 8.7288
O -3.0905 -3.0815 9.4948
C -2.9690 -2.7552 10.8503
O -3.3941 -3.4673 11.7447
O -2.7301 -1.4615 10.9671
F -2.2816 -2.0997 7.7997
H -3.6706 -0.0495 9.7549
H -1.9776 -0.4817 9.4442
H -4.2101 -1.8971 8.2185
C -4.7709 4.8859 9.2527
C -6.3032 4.7234 8.9577
O -6.3226 3.4112 8.4846
C -5.2462 2.6975 8.8569
O -5.1391 1.4963 8.6356
O -4.3778 3.5431 9.4565
F -6.5144 5.6877 8.0308
H -4.8137 5.4417 10.1893
H -4.2256 5.2978 8.4035
H -6.9382 4.8667 9.8320
C -6.3330 -1.4620 12.3477
C -6.1699 -0.1116 11.5612
O -6.4851 -0.5136 10.2727
C -7.4635 -1.4803 10.3112
O -8.1063 -1.8534 9.3367
O -7.5457 -1.8624 11.6086
F -4.9671 0.4582 11.6185
H -6.5420 -1.4172 13.4166
H -5.4032 -1.9991 12.1604
H -6.9443 0.5487 11.9516
C -10.9804 3.0579 8.4526
C -9.7903 3.4108 9.3036
O -8.9726 2.3579 8.9674
C -9.6674 1.3264 8.4798
O -9.2079 0.3785 7.9090
O -10.7933 1.6510 8.3319
F -10.0621 3.3581 10.6299
H -10.9745 3.5284 7.4694
H -11.9523 3.3578 8.8443
H -9.3073 4.3745 9.1417
*
```

Computed properties:
HOMO-LUMO gap in eV: 7.54
Highest occupied orbital energy in Eh: -0.285

=====

Energy above the lowest of the compared OMol25 structures with the same formula, charge and spin? In order: 92.0; 78.1; 14.6; 0.0; 18.2; 57.0 kcal/mol.